# 1
The following is a quantum chemistry calculation of a cluster of 4 separate species, C19H51FN4O5P3 in total, from the OMol25 dataset.

Values from the calculation:
gap between HOMO and LUMO: 6.56 eV
charge: -1
calculated total energy: -2473.65786 Ha
max |F|: 0.1115 hartree/bohr

Structure (XYZ):
```
83
C19H51FN4O5P3 wB97M-V/def2-TZVPD
P 2.753 2.582 3.009
P 0.550 2.350 3.109
P -0.622 0.365 5.312
F -0.551 -0.219 2.665
O 3.243 4.023 2.148
O 0.515 -0.289 6.501
O 3.314 1.134 2.146
O 3.370 2.468 4.474
O -1.389 1.839 5.845
N 7.127 6.753 1.322
N -6.313 -4.279 -4.307
N -2.399 -3.814 0.154
N -1.768 -0.809 5.143
C -5.276 -5.261 -4.633
C -6.177 -3.645 -2.991
C 5.981 7.571 0.915
C -1.532 -5.626 -1.352
C -1.291 -4.727 -0.143
C -3.716 -4.428 0.337
C 8.745 8.675 1.817
C 0.322 0.510 3.654
C -7.085 -3.994 -6.680
C 8.004 7.427 2.286
C -1.722 -3.247 2.558
C 8.405 6.847 -0.891
C -3.912 -4.732 -5.060
C -3.862 -5.473 1.437
C -6.671 -3.333 -5.368
C 7.821 6.028 0.253
C -2.050 -2.786 1.141
C 4.915 6.807 0.135
C -5.053 -2.630 -2.807
H -1.758 -5.035 -2.246
H 5.286 6.461 -0.835
H -3.348 -5.527 -5.561
H -5.655 -5.907 -5.434
H -3.963 -5.010 2.421
H -7.916 -4.691 -6.527
H 4.554 5.942 0.701
H 9.356 7.308 -0.613
H -7.525 -2.732 -5.033
H -4.081 -3.119 -2.714
H 6.298 8.433 0.319
H -0.027 3.260 4.065
H 7.124 5.297 -0.173
H -6.079 -4.422 -2.222
H -4.466 -3.643 0.496
H -3.026 -6.176 1.466
H -2.622 -3.524 3.110
H -4.014 -4.890 -0.612
H 8.617 5.412 0.688
H 4.059 7.461 -0.061
H 2.586 0.902 1.489
H 7.727 7.631 -1.240
H -1.184 -2.230 0.759
H -3.983 -3.896 -5.761
H 5.493 7.967 1.814
H 9.157 9.205 2.683
H 8.092 9.376 1.289
H 9.588 8.424 1.170
H 7.398 7.702 3.159
H -5.005 -1.905 -3.625
H -2.351 -6.332 -1.182
H 8.737 6.708 2.674
H 0.939 0.491 6.973
H 8.609 6.192 -1.746
H -5.140 -5.943 -3.785
H 4.249 4.131 2.164
H -6.255 -4.535 -7.146
H -1.053 -5.359 0.719
H -0.394 -4.135 -0.362
H -7.414 -3.231 -7.392
H -0.634 -6.217 -1.559
H -3.316 -4.416 -4.201
H -5.214 -2.066 -1.882
H -0.700 2.551 6.017
H -2.856 -2.042 1.191
H -4.773 -6.060 1.269
H -1.542 -1.599 5.794
H -5.852 -2.636 -5.573
H -7.125 -3.144 -2.757
H -1.026 -4.091 2.573
H -1.251 -2.428 3.112
```



# 2
The following is a quantum chemistry calculation of a cluster of 10 separate species, C19H52BFN19O14 in total, from the OMol25 dataset.

Values from the calculation:
gap between HOMO and LUMO: 6.56 eV
charge: -1
calculated total energy: -2974.04890 Ha
max |F|: 0.0340 hartree/bohr

Structure (XYZ):
```
106
C19H52BFN19O14 wB97M-V/def2-TZVPD
F 0.712 2.160 -2.723
O 3.019 1.393 -0.206
O 4.558 1.051 -2.483
O -1.634 -7.174 3.553
O -4.259 2.196 -5.192
O -3.506 -1.466 5.637
O -4.079 0.381 -1.779
O 5.406 3.109 -2.458
O -6.518 -6.329 4.008
O 2.381 5.351 -0.182
O -0.776 -0.951 -3.221
O 6.311 1.112 -7.293
O 1.773 -0.461 -0.056
O 4.696 2.339 3.043
O -6.750 -2.036 1.746
N 6.967 2.993 -6.203
N -4.350 -6.768 3.501
N -5.859 -0.613 -2.767
N 3.120 5.589 -2.309
N -2.537 3.667 -5.319
N -5.298 -1.598 3.430
N 0.284 -7.325 4.749
N -5.840 -8.489 3.865
N -5.484 -0.812 -0.486
N 3.714 3.802 1.579
N 5.483 1.545 -5.216
N -0.786 -5.295 4.494
N -3.216 2.828 -3.279
N 4.915 4.567 3.386
N -2.301 0.396 6.072
N 1.738 7.180 -1.358
N -6.214 -3.692 3.216
N -3.609 -0.569 7.716
N 0.931 0.747 -2.785
C 2.636 -0.982 -2.848
C -5.619 -7.138 3.806
C 3.202 1.458 -2.778
C -6.138 -2.420 2.739
C -3.396 2.853 -4.623
C -1.050 0.226 -0.991
C -5.089 -0.312 -1.680
C 6.248 1.824 -6.302
C 3.424 -1.847 -1.904
C -3.160 -0.598 6.427
C 2.351 0.445 -0.668
C 5.322 2.006 -1.953
C -0.794 1.529 -0.204
C -0.769 -6.630 4.224
C 2.232 0.393 -2.242
C 2.417 5.992 -1.220
C 6.083 1.591 -0.742
C 4.441 3.472 2.670
C 4.767 -1.929 -1.849
B -0.302 0.012 -2.332
H -5.700 -3.992 4.020
H -4.245 -1.292 7.997
H 3.531 4.756 1.313
H 6.931 3.589 -5.397
H 3.015 2.416 -2.314
H 2.838 -2.448 -1.220
H 5.239 -1.942 -0.871
H -5.201 -0.659 3.095
H 1.207 7.498 -0.570
H -1.538 -4.752 4.114
H -2.511 3.358 -2.802
H -5.571 -0.236 -3.653
H 3.088 1.563 -3.860
H -2.001 1.119 6.697
H -6.685 -1.178 -2.715
H -0.348 2.325 -0.790
H 3.640 4.727 -2.249
H -4.170 -5.786 3.426
H -2.124 0.088 -1.127
H -2.640 3.698 -6.315
H 3.149 6.109 -3.165
H -4.894 -0.595 0.293
H 1.746 7.726 -2.197
H 6.964 1.016 -1.042
H 3.238 -0.800 -3.743
H -0.187 1.356 0.682
H 6.428 2.469 -0.205
H -6.295 -1.379 -0.315
H -3.584 -7.401 3.337
H 4.944 0.700 -5.231
H -4.762 -1.885 4.237
H -0.081 -4.831 5.034
H 7.548 3.242 -6.979
H 5.462 4.377 4.202
H 5.390 -2.033 -2.731
H -6.769 -8.794 4.083
H -6.810 -4.360 2.767
H 0.324 -8.309 4.560
H -5.124 -9.170 3.699
H -1.752 1.915 0.160
H 3.322 3.078 0.987
H 1.008 -6.902 5.296
H 5.442 2.136 -4.401
H 5.464 0.951 -0.122
H -3.822 2.224 -2.742
H -1.955 0.393 5.129
H -0.717 -0.607 -0.362
H 4.735 5.516 3.121
H -1.559 -0.584 -3.648
H -1.814 4.205 -4.882
H -3.340 0.131 8.379
H 1.746 -1.518 -3.185
```



# 3
The following is a quantum chemistry calculation of a cluster of 8 separate species, C19H53NO8 in total, from the OMol25 dataset.

Values from the calculation:
gap between HOMO and LUMO: 8.14 eV
relative energy (zero: lowest compared OMol25 entry of this formula, charge and spin): 58.74 kcal/mol
SMILES: CC1(C)CCCC(C)(C)N1O.CCO.CCO.CCO.CO.CO.CO.CO
calculated total energy: -1412.15701 Ha
max |F|: 0.0904 hartree/bohr

Structure (XYZ):
```
81
C19H53NO8 wB97M-V/def2-TZVPD
O -12.817 -16.479 -31.525
O -4.665 -16.780 -21.116
O -10.032 -13.090 -23.998
O -14.346 -15.006 -22.640
O -2.299 -14.709 -24.206
O -8.568 -17.424 -26.740
O -9.957 -13.156 -33.368
O -8.630 -22.417 -27.111
N -8.416 -22.882 -28.370
C -5.959 -23.102 -27.913
C -10.239 -21.664 -29.564
C -7.436 -17.123 -27.445
C -5.659 -17.514 -21.838
C -7.386 -25.256 -27.750
C -13.239 -16.001 -30.286
C -9.785 -11.334 -22.257
C -8.980 -12.435 -32.672
C -7.230 -23.826 -28.430
C -7.932 -24.516 -30.732
C -9.568 -23.025 -29.330
C -9.083 -23.467 -30.730
C -10.628 -23.982 -28.757
C -0.953 -16.567 -24.786
C -15.364 -15.801 -20.668
C -9.144 -12.416 -23.167
C -14.013 -15.652 -21.423
C -6.805 -24.051 -29.905
C -1.015 -15.003 -24.670
H -4.665 -16.968 -20.175
H -8.088 -12.373 -33.297
H -13.276 -15.100 -20.839
H -12.096 -15.926 -31.834
H -10.616 -21.199 -28.653
H -6.031 -24.818 -29.908
H -9.295 -11.406 -32.499
H -0.216 -14.644 -24.021
H -5.112 -23.777 -28.036
H -10.368 -12.572 -34.010
H -8.381 -25.643 -27.970
H -7.343 -25.194 -26.662
H -15.776 -14.888 -20.238
H -14.075 -16.642 -30.006
H -13.635 -15.084 -23.280
H -10.729 -11.665 -21.824
H -5.752 -18.536 -21.472
H -0.967 -14.532 -25.652
H -8.967 -16.618 -26.404
H -2.515 -15.313 -23.491
H -16.114 -16.305 -21.277
H -10.516 -12.379 -24.425
H -12.444 -16.124 -29.550
H -10.859 -23.732 -27.722
H 0.024 -16.793 -25.211
H -13.539 -14.954 -30.266
H -11.048 -21.730 -30.292
H -9.892 -10.328 -22.663
H -6.658 -25.973 -28.129
H -7.087 -18.066 -27.866
H -0.881 -16.978 -23.778
H -13.536 -16.612 -21.621
H -8.795 -12.845 -31.679
H -8.677 -22.612 -31.270
H -6.163 -22.879 -26.866
H -9.861 -23.881 -31.372
H -7.732 -16.537 -28.316
H -8.366 -25.491 -30.509
H -5.554 -17.550 -22.923
H -7.485 -24.622 -31.721
H -8.629 -13.191 -22.599
H -6.657 -17.195 -21.537
H -6.338 -23.149 -30.301
H -6.671 -16.624 -26.851
H -15.222 -16.476 -19.823
H -8.337 -21.508 -27.210
H -1.729 -17.003 -25.416
H -9.521 -20.913 -29.895
H -9.065 -11.104 -21.471
H -8.305 -12.059 -23.763
H -10.210 -24.988 -28.720
H -5.750 -22.142 -28.386
H -11.578 -23.951 -29.292
```